(1)
C19H50Br2ClIO26P8S as an isolated structure in a non-equilibrium geometry. Source: the OMol25 dataset; level of theory: the ωB97M-V functional and the def2-TZVPD basis.

Last column: Löwdin charge in e.
CARTESIAN COORDINATES (ANGSTROEM)
I: -3.297 0.740 2.063  1.008
Br: 0.675 -1.352 4.911  0.871
Br: 0.627 1.222 7.333  0.359
Cl: -4.875 0.468 6.686  0.239
S: -0.988 3.948 4.563  0.363
P: 0.352 -4.837 -0.222  0.493
P: -2.803 -3.443 -3.905  0.481
P: -2.603 6.056 -3.084  0.470
P: 5.514 -1.185 3.423  0.494
P: -0.405 2.241 3.951  0.081
P: 2.166 1.679 -1.966  0.452
P: -4.380 1.514 4.950  0.533
P: -1.457 0.951 6.576  0.561
O: 0.993 0.678 -2.388  -0.249
O: -1.288 5.394 -3.039  -0.243
O: -3.802 2.914 5.498  -0.419
O: 2.430 2.327 -3.435  -0.231
O: -3.345 -3.724 -5.407  -0.215
O: 6.889 -1.830 4.072  -0.250
O: -1.743 -2.429 -4.032  -0.240
O: -0.439 2.212 2.355  -0.279
O: 3.424 0.980 -1.634  -0.249
O: -3.092 -0.742 4.492  -0.153
O: -1.833 -0.555 7.018  -0.383
O: -2.541 6.945 -4.464  -0.246
O: -3.214 5.953 -1.587  -0.212
O: 0.132 -4.415 1.313  -0.219
O: 4.833 -2.590 3.035  -0.243
O: 1.143 2.107 4.312  -0.247
O: -3.806 5.109 -3.586  -0.240
O: 4.936 -0.541 4.624  -0.260
O: -1.957 -2.617 4.123  0.114
O: -0.571 -5.881 -0.707  -0.258
O: 4.691 -0.482 2.203  -0.221
O: 1.724 -5.599 0.187  -0.210
O: -4.259 -2.849 -3.546  -0.241
O: -2.531 -4.072 -2.417  -0.249
O: -0.236 -3.464 -0.883  -0.240
O: 1.406 1.945 -0.559  -0.214
C: 5.155 0.802 1.735  -0.091
C: -2.578 -4.638 -6.217  -0.098
C: -2.842 0.620 4.180  -0.985
C: 5.186 -3.833 3.630  -0.099
C: -1.377 0.855 4.649  -0.671
C: -4.672 -2.524 -2.226  -0.103
C: 0.690 -2.503 -1.454  -0.069
C: -0.856 -3.466 1.702  -0.093
C: -2.604 -5.508 -2.233  -0.112
C: 1.880 3.033 0.250  -0.082
C: 8.124 -1.719 3.329  -0.101
C: -3.065 8.291 -4.442  -0.096
C: -4.101 4.857 -4.954  -0.101
C: -1.977 -1.443 4.202  -0.604
C: -0.779 -0.466 4.024  -0.628
C: 0.812 0.145 -3.695  -0.091
C: 1.964 3.683 -3.668  -0.077
C: 2.638 -5.906 -0.883  -0.098
C: -2.767 6.930 -0.623  -0.091
H: -0.572 -2.468 1.359  0.085
H: -4.810 -3.422 -1.626  0.083
H: 2.919 2.846 0.530  0.079
H: -3.069 -4.712 -7.182  0.086
H: 8.388 -0.672 3.175  0.084
H: 1.724 -0.324 -4.066  0.098
H: 3.495 -6.412 -0.447  0.086
H: -4.373 3.189 6.231  0.055
H: 1.427 1.192 4.500  0.013
H: -1.066 -1.146 7.084  0.028
H: -4.129 8.292 -4.189  0.090
H: 2.456 4.376 -2.984  0.083
H: -2.520 8.906 -3.724  0.083
H: -2.544 -5.630 -5.764  0.081
H: -3.267 6.715 0.316  0.090
H: 1.250 -2.951 -2.276  0.093
H: 4.496 1.111 0.928  0.061
H: 0.231 1.575 2.054  0.070
H: 0.039 -0.619 -3.621  0.057
H: -1.563 -4.261 -6.357  0.086
H: 1.806 3.994 -0.259  0.091
H: -5.632 -2.019 -2.313  0.087
H: -2.392 -5.721 -1.191  0.060
H: 2.162 -6.565 -1.611  0.087
H: 0.110 -1.671 -1.837  0.063
H: 6.171 0.733 1.347  0.084
H: -1.837 -3.740 1.312  0.103
H: 0.464 0.908 -4.389  0.088
H: 4.466 -4.566 3.274  0.089
H: -3.222 4.498 -5.489  0.093
H: 2.982 -4.997 -1.377  0.081
H: 6.181 -4.148 3.319  0.081
H: 1.265 3.067 1.140  0.062
H: -3.032 7.940 -0.938  0.079
H: 5.116 1.535 2.543  0.088
H: -1.688 6.858 -0.483  0.087
H: -3.602 -5.881 -2.480  0.088
H: -2.939 8.715 -5.433  0.088
H: -0.907 -3.450 2.784  0.054
H: -3.965 -1.849 -1.745  0.089
H: 0.882 3.749 -3.534  0.077
H: -1.860 -6.013 -2.849  0.083
H: 8.907 -2.197 3.910  0.087
H: 8.046 -2.221 2.361  0.088
H: 1.386 -2.133 -0.697  0.097
H: 2.214 3.958 -4.687  0.088
H: -4.505 5.745 -5.438  0.080
H: -4.861 4.081 -4.973  0.089
H: -0.657 -0.397 2.944  0.071
H: 5.125 -3.782 4.717  0.093

Calculated values
- Energy: -11745.385823 Eh
- HOMO: -0.3234 hartree
- E_LUMO: -0.459 eV

(2)
A 3-piece molecular cluster, C19H50IN11O5P3 overall in a non-equilibrium geometry. Source: the OMol25 dataset; level of theory: the ωB97M-V functional and the def2-TZVPD basis.

Last column: Löwdin charge in e.
CARTESIAN COORDINATES (ANGSTROEM)
I: 3.963 3.051 -2.721  1.050
P: 1.150 -1.665 2.774  0.704
P: -5.166 1.542 2.810  0.728
P: 1.367 -2.434 -3.790  0.802
O: 7.423 -0.013 -4.273  -0.031
O: 9.567 -0.654 -4.361  0.193
O: -4.454 0.248 2.507  -0.305
O: 0.540 -3.255 -4.945  -0.293
O: 1.941 -2.938 2.725  -0.294
N: 2.798 -1.810 -4.692  -0.053
N: 1.761 -0.917 1.357  -0.304
N: -4.611 2.408 1.432  -0.311
N: -0.470 -2.231 2.672  -0.343
N: -5.576 3.105 3.562  -0.300
N: 4.887 0.963 -4.734  -0.085
N: 0.666 -0.089 3.419  -0.298
N: 3.118 0.302 -3.636  0.127
N: 4.530 -0.248 -5.210  0.174
N: -6.812 1.037 2.788  -0.351
N: 0.400 -1.099 -3.387  -0.165
C: 1.347 0.248 4.681  -0.136
C: 8.434 -0.948 -4.512  -0.480
C: 3.001 -1.464 0.817  -0.145
C: -1.063 -2.715 1.440  -0.112
C: 7.236 0.792 -5.432  -0.163
C: 0.966 -0.360 0.291  -0.147
C: -7.513 0.694 1.565  -0.115
C: -4.842 3.342 4.817  -0.138
C: 6.800 -2.824 -4.185  -0.070
C: -0.720 0.343 3.479  -0.143
C: 6.054 1.719 -5.220  -0.071
C: 3.997 1.282 -3.794  -0.764
C: -0.881 -3.001 3.837  -0.123
C: -5.448 3.095 0.474  -0.138
C: 3.434 -0.647 -4.518  -0.409
C: 7.994 -2.305 -4.992  -0.126
C: -3.428 1.882 0.761  -0.145
C: -6.938 3.592 3.705  -0.137
C: -7.161 0.166 3.901  -0.128
H: -1.231 0.201 2.532  0.049
H: 8.812 -3.010 -4.903  0.127
H: 3.482 -0.720 0.176  0.070
H: 0.552 -2.755 -5.777  0.053
H: -1.870 -3.431 3.686  0.084
H: -7.243 -0.294 1.168  0.088
H: -8.589 0.709 1.758  0.084
H: 3.700 -1.705 1.612  0.069
H: -2.150 -2.718 1.550  0.085
H: -7.350 1.438 0.788  0.050
H: 8.119 1.398 -5.633  0.147
H: -5.210 2.714 5.636  0.077
H: -7.130 0.724 4.846  0.073
H: -6.258 3.647 0.949  0.069
H: -4.920 4.387 5.121  0.078
H: -1.307 -0.152 4.261  0.080
H: 5.893 -2.305 -4.491  0.032
H: 1.219 1.304 4.921  0.077
H: -5.869 2.407 -0.270  0.076
H: -8.173 -0.218 3.790  0.083
H: -0.731 1.419 3.681  0.089
H: 6.272 2.445 -4.448  0.092
H: -0.184 -3.816 4.064  0.076
H: 6.906 -2.646 -3.120  0.094
H: -6.882 4.652 3.970  0.091
H: -7.511 3.078 4.485  0.079
H: 2.831 -2.378 0.230  0.081
H: 0.975 -0.348 5.523  0.078
H: 0.570 -0.347 -4.053  0.027
H: 6.613 -3.880 -4.358  0.083
H: -7.494 3.525 2.775  0.066
H: 4.978 -0.783 -5.934  0.176
H: -3.779 3.122 4.675  0.074
H: -6.479 -0.687 3.992  0.075
H: 7.053 0.140 -6.293  0.126
H: 5.776 2.164 -6.173  0.144
H: -0.733 -3.726 1.165  0.088
H: 0.109 0.205 0.661  0.073
H: -0.593 -1.313 -3.402  0.053
H: -0.943 -2.354 4.721  0.072
H: -3.666 1.037 0.100  0.085
H: -0.861 -2.043 0.609  0.045
H: -2.961 2.671 0.167  0.079
H: 7.749 -2.184 -6.050  0.121
H: -4.862 3.843 -0.067  0.080
H: 2.422 0.063 4.587  0.078
H: -2.691 1.544 1.482  0.043
H: 0.613 -1.133 -0.403  0.053
H: 3.190 -2.420 -5.395  0.108
H: 1.543 0.337 -0.323  0.067

Calculated values
- Energy: -3053.908463 Eh
- Net charge: +1
- HOMO: -0.3518 hartree
- E_LUMO: -3.164 eV

What is the formula in the first record?
C19H50Br2ClIO26P8S

The highest HOMO belongs to which entry?
C19H50Br2ClIO26P8S

Number 1 is which compound?
C19H50Br2ClIO26P8S